{
  "formula": "C6H10N",
  "method": "ωB97M-V/def2-TZVPD",
  "symbols": ["H", "N", "H", "C", "C", "H", "C", "H", "H", "C", "H", "H", "H", "H", "C", "H", "C"],
  "positions_angstrom": [[3.17, 0.54, -0.47], [-0.35, -0.80, 0.19], [1.87, 1.02, 1.89], [2.15, 0.86, -0.28], [-3.06, 0.27, 0.30], [0.40, -2.12, -1.27], [0.16, -0.05, 1.06], [-1.38, -1.90, -1.08], [-0.41, 0.26, 2.02], [-4.15, 0.47, -0.18], [-5.00, 1.16, -0.13], [2.12, -0.50, 1.36], [-0.53, -0.46, -1.76], [2.13, 1.96, -0.49], [1.69, 0.38, 1.08], [1.65, 0.26, -1.15], [-0.45, -1.37, -1.08]],
  "largest_force_ha_per_bohr": 0.0874,
  "homo_lumo_gap_ev": [7.977, 7.751],
  "relative_energy_kcal_mol": 181.74,
  "total_charge": 1
}

---

{
  "formula": "C6H10N",
  "method": "ωB97M-V/def2-TZVPD",
  "symbols": ["H", "H", "H", "N", "C", "H", "C", "H", "C", "H", "H", "H", "H", "H", "C", "C", "C"],
  "positions_angstrom": [[-0.50, 0.12, -2.70], [0.32, -1.73, 0.91], [-1.79, -0.49, 2.25], [-0.92, -0.10, 0.31], [0.37, 0.41, -1.95], [-1.58, 1.19, 2.02], [-1.09, 0.25, 1.72], [-0.66, -1.95, -0.72], [1.10, -0.45, -1.06], [0.85, 1.23, -2.52], [1.73, 0.18, 0.98], [-0.07, 0.09, 2.08], [2.38, 1.23, -0.44], [-1.77, -0.01, -0.29], [1.63, 0.50, -0.10], [0.12, 0.81, -0.48], [-0.13, -1.29, -0.02]],
  "largest_force_ha_per_bohr": 0.0869,
  "homo_lumo_gap_ev": 10.761,
  "relative_energy_kcal_mol": 93.41,
  "total_charge": 1
}

---

{
  "formula": "C6H10N2",
  "method": "ωB97M-V/def2-TZVPD",
  "symbols": ["H", "H", "H", "C", "H", "C", "C", "H", "H", "N", "N", "C", "H", "H", "H", "H", "C", "C"],
  "positions_angstrom": [[-0.33, 1.30, 1.48], [-1.91, -0.21, 0.64], [-1.60, -1.53, 2.51], [0.69, 1.15, -0.77], [-0.32, -2.37, 1.80], [1.22, 0.75, 0.54], [0.84, 2.34, -1.39], [1.40, 3.15, -0.93], [2.21, 0.30, 0.57], [0.45, 0.64, 1.58], [-1.14, -1.80, 1.65], [-0.40, -1.27, -0.60], [-1.27, -1.60, -1.20], [0.49, 2.49, -2.41], [0.31, -0.24, -2.35], [0.24, -2.15, -0.49], [0.16, -0.07, -1.28], [-1.07, -0.87, 0.66]],
  "largest_force_ha_per_bohr": 0.0311,
  "homo_lumo_gap_ev": [5.767, 7.637],
  "relative_energy_kcal_mol": 111.47,
  "total_charge": 0
}